Entry from the Open Molecules 2025 dataset: one molecule with the formula C5H8O (wB97M-V/def2-TZVPD).

Positions of all 14 atoms, in Å:
C (-0.63, -1.76, 0.11)
C (-0.51, -0.39, -0.57)
C (-0.85, 0.74, 0.26)
O (0.81, 1.87, 0.37)
C (1.00, -0.14, -0.95)
C (1.58, 0.93, -0.43)
H (-0.06, -1.77, 1.05)
H (-0.19, -2.52, -0.55)
H (-1.67, -2.02, 0.33)
H (-1.07, -0.37, -1.50)
H (-1.36, 1.60, -0.15)
H (-0.87, 0.65, 1.34)
H (1.21, 1.92, 1.26)
H (2.61, 1.26, -0.57)

Results
- Strongest force on any atom: 0.5 eV Å⁻¹
- HOMO-LUMO gap (alpha / beta): 7.506 / 7.504 eV
- HOMO level (alpha / beta): -7.50 / -7.49 eV
- Spin multiplicity: 1